Molecular formula: C22H51MgN4OP2
Method: DFT, the ωB97M-V functional and the def2-TZVPD basis

* strongest force on any atom: 13.9 eV Å⁻¹
* HOMO level: -0.35821 hartree
* orbital gap: 6.58 eV
* energy: -55659.3506 eV
* net charge: +1

Element x y z (Å)
Mg  -0.48781  -1.00451  -0.16126
P  -0.98725  -1.10317  -2.32265
P  -0.33591  -1.46478  2.00774
N  -1.62010  -2.95815  -0.20259
C  -2.44223  -2.31325  -2.42996
H  -3.29795  -1.83591  -2.93603
H  -2.14843  -3.18390  -3.04306
C  -2.84331  -2.76430  -1.01837
H  -3.45506  -1.99310  -0.52225
H  -3.43870  -3.70063  -1.06451
C  -1.80648  -3.61400  1.12275
H  -0.96436  -4.31303  1.26283
H  -2.73552  -4.21668  1.11998
C  -1.81629  -2.58834  2.25719
H  -1.84217  -3.09041  3.24097
H  -2.71087  -1.94740  2.18053
C  -0.49485  -0.13438  3.33532
C  -1.04037  1.19663  2.79206
H  -2.13265  1.17044  2.64004
H  -0.55560  1.46410  1.83757
H  -0.82319  2.00486  3.51432
C  1.11232  -2.51211  2.60017
C  2.42634  -1.74146  2.39293
H  3.17911  -2.39322  1.91341
H  2.84738  -1.40142  3.35619
H  2.26642  -0.86086  1.74909
C  0.21484  -1.82982  -3.57990
C  1.16250  -0.73734  -4.09784
H  2.09939  -1.15439  -4.51136
H  1.41752  -0.04619  -3.27324
H  0.67592  -0.16175  -4.90600
C  -1.72681  0.41799  -3.15289
C  -0.81323  1.64996  -3.05331
H  -1.40900  2.56729  -3.21287
H  -0.01059  1.63269  -3.80939
H  -0.34163  1.71313  -2.06105
C  -1.84253  0.10951  0.12294
O  -2.76645  0.83820  0.25979
C  0.98950  -3.07789  4.02140
H  0.16148  -2.60260  4.57809
H  0.81979  -4.16853  4.02707
H  1.91828  -2.88306  4.58903
C  -0.56515  -2.46189  -4.74404
H  -0.10447  -2.19153  -5.71004
H  -0.55788  -3.56356  -4.65347
H  -1.61725  -2.13355  -4.76402
C  -2.22603  0.17365  -4.58449
H  -2.70675  1.08728  -4.97954
H  -1.39287  -0.07982  -5.26358
H  -2.96779  -0.64348  -4.63640
C  0.86630  0.07436  4.02273
H  1.66374  0.33251  3.30790
H  0.80477  0.89408  4.75760
H  1.16209  -0.84883  4.55470
H  -1.21334  -0.53050  4.07835
H  -2.60032  0.60844  -2.49881
H  1.10160  -3.34571  1.87161
H  0.80577  -2.60864  -3.06062
H  -0.95846  -3.52273  -0.74380
H  0.83437  -2.01601  -0.37359
C  2.55051  2.22056  2.64484
N  1.80070  3.02381  1.78474
C  1.57620  4.30910  2.54758
C  1.34220  2.56974  0.40197
N  0.69762  1.32526  0.18282
N  1.41594  3.66439  -0.56709
C  1.92304  5.00313  -0.26460
C  1.00762  3.57860  -1.91860
H  3.41350  2.70497  3.11538
H  2.90376  1.32986  2.09941
H  1.86157  2.18041  3.50843
H  2.54366  4.87554  2.63500
H  0.64679  4.87114  2.34369
H  1.50269  4.18058  3.66266
H  1.09665  0.95614  1.04227
H  2.79012  5.23596  -0.89944
H  1.07540  5.72486  -0.33714
H  2.38229  5.20184  0.66476
H  1.50099  2.69459  -2.37461
H  -0.08883  3.70664  -1.89090
H  1.32779  4.45059  -2.52455


Molecular formula: C4H3NO2
Method: DFT, the ωB97M-V functional and the def2-TZVPD basis

* strongest force on any atom: 5.1 eV Å⁻¹
* HOMO level: -0.30367 hartree
* orbital gap: 8.32 eV
* energy: -9778.1826 eV

Element x y z (Å)
C  0.46725  -1.07148  -0.29894
C  1.27049  -1.55716  -1.13710
C  -3.72746  0.85783  -1.14367
C  -0.48328  -0.63231  0.52905
N  -0.67323  0.65285  0.72952
O  -3.82675  0.33070  -2.13239
O  -3.68155  1.35350  -0.12620
H  -0.08460  1.47341  0.52911
H  -1.41965  0.91249  1.38149
H  1.50195  -2.38396  -1.75984


Molecular formula: C4H8O
Method: DFT, the ωB97M-V functional and the def2-TZVPD basis

* SMILES: C/C=C(/C)O
* strongest force on any atom: 2.7 eV Å⁻¹
* HOMO level: -0.30801 hartree
* orbital gap: 9.19 eV
* energy: -6323.7927 eV

Element x y z (Å)
C  0.39368  0.48072  1.84560
C  0.50671  -0.23579  0.52535
C  -0.21273  0.11594  -0.54253
C  0.12218  -0.40666  -1.91109
O  -1.49176  0.62604  -0.53714
H  -0.59925  0.45034  2.31457
H  1.05061  0.10373  2.62429
H  0.56367  1.55184  1.73835
H  1.03997  -1.17673  0.56595
H  -0.33674  -1.37323  -2.16106
H  -0.25343  0.25534  -2.68929
H  1.18112  -0.63145  -1.98062
H  -1.96402  0.23989  0.20763


Molecular formula: C3H9N4O
Method: DFT, the ωB97M-V functional and the def2-TZVPD basis

* strongest force on any atom: 4.2 eV Å⁻¹
* HOMO level (alpha / beta): -0.51595 / -0.48267 hartree
* orbital gap (alpha / beta): 9.35 / 7.47 eV
* energy: -11252.1328 eV
* net charge: +1

Element x y z (Å)
C  -0.02071  0.11752  0.32984
C  0.15355  -0.06048  -2.13895
C  -2.20893  0.33485  1.49175
N  3.24209  -0.67179  -0.03396
N  -0.44212  0.40151  -0.88611
N  -0.78998  0.07702  1.42288
N  2.46675  -0.19891  0.73491
O  3.44185  -0.86937  -1.19719
H  1.06200  -0.60025  -1.87316
H  -0.74038  -0.72797  -2.38079
H  0.33883  0.55407  -2.95371
H  -2.67584  0.13317  0.51551
H  -2.57672  -0.38314  2.23207
H  -2.27575  1.36932  1.75969
H  -1.45047  0.66653  -0.96023
H  -0.21749  -0.11923  2.24992
H  2.69331  -0.02284  1.68752


Molecular formula: C4H8O2
Method: DFT, the ωB97M-V functional and the def2-TZVPD basis

* SMILES: C[C@H](C=O)CO
* strongest force on any atom: 0.7 eV Å⁻¹
* HOMO level: -0.36181 hartree
* orbital gap: 10.60 eV
* energy: -8371.9952 eV

Element x y z (Å)
C  0.67224  -0.39977  1.29931
C  0.19748  -0.16760  -0.13173
C  1.31531  0.33404  -1.02663
O  2.48107  0.38609  -0.71002
C  -1.04726  0.73956  -0.26603
O  -2.04681  0.15410  -1.06974
H  1.54219  -1.06308  1.31789
H  -0.12580  -0.85325  1.89741
H  0.96509  0.53989  1.77932
H  -0.09937  -1.12460  -0.57476
H  0.98378  0.66025  -2.03558
H  -1.43206  0.98012  0.73516
H  -0.79293  1.69300  -0.74234
H  -2.31056  -0.67101  -0.64453


Molecular formula: C24H20BrCl2IrNOS
Method: DFT, the ωB97M-V functional and the def2-TZVPD basis

* strongest force on any atom: 0.1 eV Å⁻¹
* HOMO level (alpha / beta): -0.36992 / -0.40491 hartree
* orbital gap (alpha / beta): 7.58 / 5.85 eV
* energy: -137504.0910 eV
* net charge: +1
* multiplicity: 5

Element x y z (Å)
Ir  -0.37194  -0.16322  0.39635
Br  -1.72851  -2.29194  -1.30252
C  -0.63887  -1.75642  -2.77119
C  -0.82432  -2.45429  -3.93074
C  -0.04321  -2.14246  -5.05593
C  0.89086  -1.15128  -4.97444
C  1.08117  -0.42595  -3.77775
C  2.05582  0.60469  -3.72716
C  2.24266  1.33908  -2.59615
C  1.44832  1.08219  -1.46267
C  0.50722  0.06274  -1.43005
C  0.30315  -0.71332  -2.62200
H  -1.56279  -3.24172  -3.98010
H  -0.18893  -2.69391  -5.97430
H  1.50350  -0.90174  -5.83154
H  2.64090  0.80279  -4.61670
H  2.97993  2.13026  -2.56604
H  1.59190  1.70826  -0.59029
O  -2.49499  -0.57207  1.38412
C  -2.51570  -0.84586  2.79936
C  -2.33057  -2.32117  3.09878
C  -1.12728  -2.95768  2.39111
C  0.19748  -2.35794  2.76598
C  0.92247  -2.86507  3.83794
C  2.15487  -2.32914  4.15746
C  2.64985  -1.28515  3.38959
C  1.87669  -0.81286  2.35331
N  0.67304  -1.32739  2.04561
H  -3.16817  -1.09158  0.92710
H  -3.45196  -0.47571  3.21830
H  -1.70560  -0.24746  3.21602
H  -3.22945  -2.87259  2.80982
H  -2.23243  -2.43493  4.18145
H  -1.23902  -2.89141  1.31019
H  -1.10506  -4.01863  2.64186
H  0.51312  -3.69118  4.40365
H  2.72615  -2.72372  4.98700
H  3.61279  -0.83807  3.58838
H  2.21430  0.01262  1.74048
Cl  -2.35322  1.78078  -0.86358
C  -1.24938  3.09908  -0.60431
C  -1.31122  4.15540  -1.49423
C  -0.46482  5.23948  -1.32921
C  0.43834  5.26316  -0.27965
C  0.48652  4.19950  0.60434
Cl  1.64800  4.25200  1.88558
C  -0.35607  3.08769  0.47131
S  -0.24340  1.78657  1.64482
H  -2.02150  4.12386  -2.30811
H  -0.51048  6.06769  -2.02247
H  1.10986  6.09803  -0.13877